{
  "formula": "CH2Cl3OPS2",
  "method": "ωB97M-V/def2-TZVPD",
  "e_lumo_ev": -0.15,
  "gap_ev": 9.5,
  "smiles": "O[P@@](=S)(S)C(Cl)(Cl)Cl",
  "de_lowest_kcal_mol": 28.9,
  "e_homo_ev": -9.647,
  "symbols": ["Cl", "Cl", "Cl", "S", "S", "P", "O", "C", "H", "H"],
  "xyz": [[-0.02034, -1.74967, -1.82872], [2.34112, -1.46050, -0.22535], [1.50799, 0.81905, -2.02143], [1.11849, 1.25265, 1.63198], [-1.53429, -0.92121, 1.33477], [-0.07240, 0.29119, 0.41986], [-1.19181, 1.23709, -0.80183], [0.88192, -0.59409, -0.94282], [-1.10327, -0.58966, 2.65606], [-1.92742, 1.71516, -0.22251]],
  "forces_ev_per_a": [[-0.5, -0.1, -0.4], [-1.1, 0.8, -0.4], [-0.5, -1.5, 0.9], [-1.1, -0.6, -0.9], [0.9, 0.4, 1.2], [-1.6, 2.8, -1.2], [0.3, -0.7, 4.2], [1.7, 0.8, -0.1], [-0.3, -0.4, -1.8], [2.3, -1.6, -1.6]],
  "nbo_charge": [0.105, 0.030, 0.022, -0.437, -0.245, 1.232, -0.960, -0.451, 0.207, 0.497]
}


{
  "formula": "C6H8N2O2",
  "method": "ωB97M-V/def2-TZVPD",
  "e_lumo_ev": -0.40,
  "gap_ev": 8.7,
  "smiles": "[H]/N=C1\\CCC(=O)C1=C=N.O",
  "de_lowest_kcal_mol": 43.3,
  "e_homo_ev": -9.103,
  "symbols": ["O", "O", "N", "N", "C", "C", "C", "C", "C", "C", "H", "H", "H", "H", "H", "H", "H", "H"],
  "xyz": [[-0.38432, 2.73121, 1.39636], [2.55497, -1.42101, -1.94235], [0.23440, -1.58680, -0.51752], [2.82737, 1.03380, 0.14216], [-0.61648, 1.60667, 0.99389], [-0.32024, -0.60186, 0.08311], [0.35538, 0.62424, 0.49766], [1.68099, 0.87488, 0.41943], [-1.77811, -0.48875, 0.49468], [-1.99577, 0.96798, 0.91448], [-1.95165, -1.18161, 1.33104], [2.29400, -1.05853, -2.79331], [3.34137, 0.55849, -0.65673], [-0.41442, -2.35838, -0.66882], [-2.42713, -0.80494, -0.33188], [-2.57853, 1.53106, 0.17020], [1.68488, -1.50644, -1.41178], [-2.50669, 1.08000, 1.87938]],
  "forces_ev_per_a": [[-0.2, -0.6, -0.2], [-0.7, 0.3, 0.7], [-0.3, 0.2, 0.3], [-0.4, -1.5, 0.0], [0.3, 0.6, 0.1], [0.6, -0.3, 0.3], [-0.5, 0.4, 0.6], [0.9, -0.3, -1.8], [-0.2, -0.1, 0.0], [-0.4, 0.1, 0.0], [0.1, 0.2, -0.2], [0.0, -0.1, -0.1], [-0.7, 1.1, 0.9], [0.0, 0.2, -0.1], [0.2, 0.1, 0.2], [0.2, -0.1, 0.2], [1.0, 0.0, -0.6], [0.1, 0.0, -0.3]],
  "nbo_charge": [-0.560, -1.011, -0.717, -0.598, 0.590, 0.372, -0.535, 0.691, -0.476, -0.505, 0.237, 0.460, 0.489, 0.355, 0.231, 0.241, 0.495, 0.242]
}


{
  "formula": "C2H3FIN",
  "method": "ωB97M-V/def2-TZVPD",
  "e_lumo_ev": [-0.53, -0.42],
  "gap_ev": [7.9, 8.3],
  "de_lowest_kcal_mol": 82.0,
  "e_homo_ev": [-8.427, -8.681],
  "symbols": ["I", "F", "N", "C", "C", "H", "H", "H"],
  "xyz": [[-2.00460, 1.63857, 1.38165], [-0.80129, -0.49216, -1.47511], [1.44584, -0.32057, -1.25421], [0.32753, -0.34176, -0.82418], [-0.46856, 0.33405, 1.38792], [-0.70010, -0.72389, 1.41228], [1.69595, -0.70915, -2.21694], [0.50524, 0.61490, 1.58859]],
  "forces_ev_per_a": [[-0.2, 0.3, 0.0], [-1.1, -0.6, -0.7], [3.1, -1.2, -1.7], [-2.3, 1.8, 2.8], [-0.1, -2.3, -3.4], [-0.2, 0.2, 0.6], [-0.8, 0.9, 1.5], [1.6, 0.8, 0.8]],
  "nbo_charge": [0.240, -0.344, -0.744, 0.658, -0.609, 0.216, 0.381, 0.201]
}


{
  "formula": "C5H6N3OS",
  "method": "ωB97M-V/def2-TZVPD",
  "e_lumo_ev": -5.10,
  "gap_ev": 7.7,
  "de_lowest_kcal_mol": 49.2,
  "charge": 1,
  "e_homo_ev": -12.786,
  "symbols": ["S", "O", "N", "N", "N", "C", "C", "C", "C", "C", "H", "H", "H", "H", "H", "H"],
  "xyz": [[-0.13502, -2.23061, -2.78983], [-1.45596, 0.09161, 2.19990], [-1.23843, -1.29616, 0.18146], [0.40150, 0.78474, 0.44550], [0.15569, 0.14179, -1.74292], [0.38950, -1.18623, -1.61482], [0.36839, 1.11429, -0.79805], [0.55715, 1.34559, 1.67715], [-0.31694, 0.90913, 2.58417], [-1.24566, -0.53237, 1.05146], [-0.42490, 0.56946, -2.53624], [1.08568, -1.39550, -0.79243], [0.35778, -3.37014, -2.31413], [1.40012, 1.86925, 1.85918], [0.44883, 2.11782, -1.14303], [-0.34773, 1.06733, 3.73263]],
  "forces_ev_per_a": [[-0.5, -0.1, -0.8], [1.9, 0.5, -1.2], [-0.6, -0.3, 0.1], [0.4, -0.3, -3.6], [-1.1, -0.5, -2.5], [0.2, 2.5, 0.9], [0.7, 0.1, 4.5], [-2.6, -1.8, -0.2], [-1.0, 0.0, 2.7], [-0.8, -0.7, 1.1], [1.2, -1.5, 1.1], [-0.5, -0.3, -0.3], [0.3, -0.1, 0.4], [2.4, 1.9, 1.0], [-0.1, 0.8, -0.6], [0.1, -0.1, -2.5]],
  "nbo_charge": [0.317, -0.446, -0.479, -0.448, -0.543, 0.048, 0.298, -0.109, 0.120, 0.630, 0.446, 0.285, 0.185, 0.238, 0.202, 0.256]
}


{
  "formula": "C5H5FHgO4",
  "method": "ωB97M-V/def2-TZVPD",
  "multiplicity": 2,
  "e_lumo_ev": [-5.18, -5.34],
  "gap_ev": [6.9, 6.8],
  "de_lowest_kcal_mol": 0.0,
  "charge": 1,
  "e_homo_ev": [-12.095, -12.096],
  "symbols": ["Hg", "F", "O", "O", "O", "O", "C", "C", "C", "C", "C", "H", "H", "H", "H", "H"],
  "xyz": [[-2.38926, -1.23204, 0.31763], [2.67526, -0.63126, -1.24011], [-0.72951, -1.84738, 0.94448], [1.46079, -2.07276, 1.32197], [0.77615, -0.52263, -0.04889], [-3.07649, 0.29459, -0.29112], [-1.56219, 1.95892, -1.09242], [2.57597, -1.32237, 1.03451], [2.18701, -0.33046, 0.00155], [0.42221, -1.52206, 0.72498], [-2.69092, 1.54064, -0.48660], [-1.43757, 3.01948, -1.31328], [-3.42939, 2.29695, -0.17787], [2.38530, 0.74287, 0.20947], [-0.71100, 1.30173, -1.27420], [3.54365, -1.67421, 1.36990]],
  "forces_ev_per_a": [[-0.6, -1.8, 0.2], [-0.1, 0.1, 0.4], [3.9, -3.4, 2.1], [-0.4, -0.4, 0.3], [-0.9, 0.0, 0.0], [-4.7, 3.4, -2.0], [-0.4, -0.2, 0.8], [0.3, 0.1, -0.1], [0.8, 0.6, -0.4], [1.3, 0.7, -0.1], [1.4, 2.5, -0.9], [0.0, -0.4, 0.2], [0.1, -0.5, -0.2], [-0.1, -0.7, -0.1], [-0.4, 0.0, -0.3], [-0.3, 0.1, -0.1]],
  "mulliken_spin": [0.002, 0.029, 0.028, 0.018, 0.000, 0.000, 0.000, 0.808, 0.006, 0.052, 0.000, 0.000, 0.000, 0.038, 0.000, 0.019]
}


{
  "formula": "C5H10N2O",
  "method": "ωB97M-V/def2-TZVPD",
  "e_lumo_ev": 0.70,
  "gap_ev": 9.1,
  "smiles": "[H]/N=C/[C@H]1C[C@@H](O)[C@H]1N",
  "de_lowest_kcal_mol": 50.2,
  "e_homo_ev": -8.381,
  "symbols": ["O", "N", "N", "C", "C", "C", "C", "C", "H", "H", "H", "H", "H", "H", "H", "H", "H", "H"],
  "xyz": [[-2.39894, -0.03446, -0.82635], [-0.45504, -1.70126, 0.21545], [3.03060, 0.11845, 0.60207], [-0.38070, -0.41535, 0.81050], [-0.22195, 1.11830, -0.78763], [-1.47117, 0.67674, -0.04066], [0.70753, 0.54938, 0.30687], [2.00061, -0.08092, -0.09620], [3.88283, -0.29753, 0.23267], [-0.75057, -1.61962, -0.76183], [-1.12979, -2.30092, 0.68615], [1.95856, -0.71845, -0.98771], [-3.18263, -0.22784, -0.30063], [-1.88965, 1.38791, 0.67728], [-0.12679, 0.57254, -1.72607], [-0.10322, 2.18366, -0.96225], [0.91652, 1.30909, 1.06219], [-0.38621, -0.51970, 1.89614]],
  "forces_ev_per_a": [[0.0, 0.7, 0.1], [0.3, -0.7, -0.6], [0.4, 0.4, 0.1], [-1.7, 1.8, -0.6], [0.2, 0.2, 0.2], [1.2, -2.2, 1.9], [0.2, -0.3, -0.4], [-0.2, 0.1, 0.0], [-0.2, -0.3, -0.1], [0.1, -0.2, 0.4], [0.2, 0.3, -0.1], [0.2, 0.0, 0.0], [0.1, 0.0, 0.0], [-0.2, 0.1, -0.4], [0.0, 0.0, -0.1], [-0.1, 0.1, -0.3], [0.0, -0.1, 0.0], [-0.3, 0.2, 0.0]],
  "nbo_charge": [-0.720, -0.843, -0.621, -0.038, -0.431, 0.081, -0.312, 0.161, 0.337, 0.369, 0.367, 0.151, 0.477, 0.172, 0.214, 0.216, 0.227, 0.194]
}


{
  "formula": "C4H9AgO3",
  "method": "ωB97M-V/def2-TZVPD",
  "multiplicity": 3,
  "e_lumo_ev": [-0.31, -1.68],
  "gap_ev": [7.7, 7.2],
  "de_lowest_kcal_mol": 62.0,
  "e_homo_ev": [-8.052, -8.893],
  "symbols": ["Ag", "O", "O", "O", "C", "C", "C", "C", "H", "H", "H", "H", "H", "H", "H", "H", "H"],
  "xyz": [[0.44082, 1.40316, 2.17636], [-0.17786, 0.35066, -2.12892], [2.06400, 0.58152, 1.59803], [-0.50460, -1.28273, 1.22192], [-1.29288, 0.98814, -2.56150], [2.07987, -0.68170, 0.97884], [-1.12391, -0.02301, 1.65351], [0.70829, -1.22728, 0.45059], [-1.23848, 2.03159, -2.12844], [-1.78553, 0.29951, 0.82229], [-1.76597, -0.31382, 2.50060], [-2.22023, 0.55439, -2.14065], [2.73603, -0.68522, 0.08609], [0.44326, -0.23303, 0.13197], [0.61273, -1.44652, -0.76847], [-1.33864, 1.09533, -3.66095], [2.36311, -1.41100, 1.76874]],
  "forces_ev_per_a": [[-2.2, 0.6, 0.5], [0.1, 0.1, -0.1], [1.8, -1.6, -1.4], [0.1, -0.6, 1.9], [-0.4, 0.6, 0.1], [-0.2, -1.6, 1.9], [-0.1, -2.2, -1.0], [-1.7, 4.3, -4.0], [0.0, -0.6, -0.3], [0.6, 0.4, 0.3], [0.5, 0.3, -0.1], [0.2, 0.1, -0.2], [-0.2, -0.1, 0.5], [0.5, 1.3, -1.2], [0.3, -1.1, 3.5], [0.0, 0.0, 0.3], [0.7, 0.2, -0.6]],
  "mulliken_spin": [0.191, 0.872, 0.273, 0.077, -0.017, 0.016, 0.410, 0.007, 0.103, 0.010, 0.016, 0.021, 0.007, -0.012, 0.004, 0.019, 0.005]
}


{
  "formula": "C24H29ClN4O4S",
  "method": "ωB97M-V/def2-TZVPD",
  "e_lumo_ev": -0.24,
  "gap_ev": 7.8,
  "smiles": "COc1cc(/C=N/NC(=S)Nc2cccc(Cl)c2C)ccc1OCC(=O)N1C[C@@H](C)O[C@@H](C)C1",
  "de_lowest_kcal_mol": 1.5,
  "e_homo_ev": -8.082,
  "symbols": ["Cl", "S", "O", "O", "O", "O", "N", "N", "N", "N", "C", "C", "C", "C", "C", "C", "C", "C", "C", "C", "C", "C", "C", "C", "C", "C", "C", "C", "C", "C", "C", "C", "C", "C", "H", "H", "H", "H", "H", "H", "H", "H", "H", "H", "H", "H", "H", "H", "H", "H", "H", "H", "H", "H", "H", "H", "H", "H", "H", "H", "H", "H", "H"],
  "xyz": [[-2.79794, -5.64187, 1.09788], [1.15988, -4.30428, -4.95742], [-1.78679, 3.48618, -0.07236], [-0.22496, 2.04501, 4.21098], [2.46960, 3.02663, 2.07958], [1.13924, 0.50902, 2.31719], [0.35332, -3.72926, -2.42472], [-0.45811, 3.34384, 2.39665], [1.74132, -1.53545, -2.35351], [1.76671, -2.29219, -3.45664], [-1.62420, -6.84369, -2.49273], [0.32564, -0.63557, 2.38219], [2.41114, 2.08774, 1.09612], [3.08085, 1.62959, -1.18367], [-0.75847, -5.84726, -2.89940], [1.05329, -3.45906, -3.54580], [-0.40181, 3.75902, -0.00314], [-1.99148, -5.68479, -0.43875], [0.28363, 2.71560, 3.33154], [-3.68762, 2.29756, 0.71578], [-1.12959, -4.66147, -0.81001], [-2.24671, -6.77123, -1.26153], [1.80605, 2.89631, 3.32114], [-0.50764, -4.75899, -2.07025], [1.75052, 0.03468, 0.02324], [1.74966, 0.84166, 1.14680], [-0.03942, 4.29590, 1.39312], [-0.06140, 4.76413, -1.09267], [-1.87791, 3.05900, 2.30819], [2.40671, 0.41010, -1.15345], [-0.85945, -3.48784, 0.08754], [-2.19751, 2.54220, 0.89871], [3.07337, 2.44789, -0.07581], [2.39776, -0.43859, -2.31770], [-0.27516, -5.90824, -3.85906], [3.60126, 1.93893, -2.07688], [0.15736, 2.82130, -0.17339], [-4.23219, 3.22504, 0.86822], [-0.14212, -0.58574, 3.36428], [-0.36314, 4.36943, -2.05815], [-1.81362, -7.68383, -3.14191], [3.58041, 3.39977, -0.08699], [-0.44866, -0.62572, 1.60875], [0.19567, -3.44864, 0.36186], [-1.63626, 1.60322, 0.73906], [2.04173, 3.82846, 3.84777], [-3.88038, 1.94748, -0.29411], [1.24733, -0.91715, 0.03754], [-2.92399, -7.54391, -0.93488], [0.91692, -1.55267, 2.30006], [-0.59503, 5.69427, -0.91833], [-1.43973, -3.57365, 1.00124], [-2.44615, 3.97682, 2.49568], [2.31043, -2.02226, -4.27642], [-1.13695, -2.55395, -0.40309], [1.02552, 4.50018, 1.45792], [2.21327, 2.06060, 3.89954], [1.00769, 4.95448, -1.10145], [-4.03508, 1.55489, 1.42786], [-0.59293, 5.22990, 1.55769], [2.98001, -0.10073, -3.18073], [0.49001, -3.00374, -1.72501], [-2.12388, 2.31496, 3.06589]],
  "forces_ev_per_a": [[-0.1, 0.0, 0.2], [0.1, -0.2, -0.4], [-0.1, 0.1, -0.1], [0.1, -0.1, 0.4], [0.1, -0.1, -0.2], [0.5, 0.3, -0.4], [0.4, 0.9, 0.3], [-0.2, 0.0, -0.2], [0.1, 0.6, 0.6], [0.4, 0.2, -0.5], [-0.1, 0.1, 0.3], [-0.2, -0.2, 0.1], [0.1, 0.0, -0.3], [-0.2, -0.4, -0.1], [0.1, 0.0, -0.1], [-0.1, -0.1, 0.0], [0.5, 0.3, 0.0], [0.1, -0.1, -0.3], [0.2, 0.2, 0.0], [0.5, 0.1, -0.1], [0.0, 0.1, 0.0], [0.0, -0.1, 0.0], [-0.1, -0.1, 0.6], [-0.4, -0.7, 0.0], [0.1, 0.1, -0.1], [0.0, 0.0, 0.1], [0.1, 0.0, -0.4], [-0.2, -0.4, 0.3], [-0.1, -0.3, -0.2], [0.0, 0.6, 0.7], [-0.1, -0.1, 0.0], [-0.3, -0.1, 0.4], [-0.2, 0.0, 0.5], [-0.1, -0.7, -0.7], [0.0, 0.0, 0.0], [0.1, 0.0, -0.1], [-0.1, 0.1, 0.1], [-0.1, 0.1, 0.0], [0.0, -0.1, -0.1], [0.0, 0.0, -0.1], [0.0, -0.1, -0.1], [0.1, 0.1, 0.0], [0.0, 0.0, 0.0], [0.1, 0.1, 0.0], [0.0, 0.1, 0.0], [-0.1, -0.1, -0.1], [-0.1, -0.1, -0.1], [-0.1, -0.1, 0.1], [-0.1, 0.0, 0.1], [0.0, 0.0, 0.0], [0.0, 0.2, 0.0], [0.1, 0.1, 0.0], [0.0, 0.0, 0.0], [-0.2, -0.2, 0.2], [0.0, 0.1, 0.0], [-0.1, 0.0, 0.0], [-0.2, 0.2, -0.1], [0.1, 0.1, 0.0], [-0.1, -0.1, 0.1], [0.1, 0.0, -0.1], [0.0, -0.1, 0.0], [-0.1, -0.2, -0.1], [0.0, 0.1, -0.1]],
  "nbo_charge": [-0.005, -0.220, -0.537, -0.644, -0.497, -0.524, -0.599, -0.441, -0.271, -0.422, -0.183, -0.255, 0.257, -0.186, -0.239, 0.279, 0.104, -0.009, 0.678, -0.618, -0.076, -0.248, -0.156, 0.173, -0.227, 0.298, -0.254, -0.621, -0.253, -0.126, -0.657, 0.097, -0.253, 0.078, 0.254, 0.215, 0.169, 0.213, 0.225, 0.224, 0.219, 0.230, 0.174, 0.217, 0.159, 0.213, 0.223, 0.223, 0.227, 0.179, 0.212, 0.247, 0.195, 0.398, 0.220, 0.236, 0.222, 0.211, 0.213, 0.195, 0.164, 0.432, 0.250]
}